--- 1 ---
20
Properties=species:S:1:pos:R:3:lowdin_charge:R:1 method="wB97M-V/def2-TZVPD" mol_weight_g_mol=111.141 e_homo_ha=-0.2972 gap_ev=8.51
C -1.082 -0.127 -0.594 -0.073
C -0.120 0.642 -1.432 -0.469
C -0.502 1.133 -2.637 0.010
N 1.135 0.945 -0.865 0.052
H -1.929 -0.568 -1.115 0.075
H -0.638 -1.072 -0.231 0.067
H -1.421 0.423 0.281 0.084
H -0.457 2.153 -2.981 0.050
H -1.349 0.612 -3.081 0.041
H 1.674 1.521 -1.499 0.079
H 1.697 0.103 -0.791 0.089
H 0.766 -4.800 0.702 0.032
H -0.752 -4.862 0.540 0.025
O 0.067 -4.804 0.039 -0.062
H -0.675 -2.741 2.498 0.023
H -0.629 -3.170 3.980 0.039
O -0.076 -2.977 3.213 -0.060
H 1.264 6.560 1.644 0.030
H 1.317 5.089 1.274 0.033
O 1.710 5.942 1.056 -0.063

--- 2 ---
20
Properties=species:S:1:pos:R:3:lowdin_charge:R:1 method="wB97M-V/def2-TZVPD" mol_weight_g_mol=111.141 e_homo_ha=-0.3063 gap_ev=8.94
C -0.506 -2.698 -0.371 -0.276
N -0.408 -1.376 -0.940 -0.067
C -0.638 -0.126 -0.325 -0.328
O -1.608 0.661 -0.984 -0.063
C 0.832 -3.043 0.309 -0.109
H -0.727 -3.387 -1.202 0.115
H -1.231 -2.844 0.429 0.100
H -0.608 -1.310 -1.924 0.112
H 0.244 0.535 -0.199 0.116
H -1.070 -0.221 0.683 0.122
H -1.312 1.519 -1.307 0.059
H 0.699 -3.808 1.108 0.069
H 1.180 -2.186 0.886 0.066
H 1.560 -3.466 -0.374 0.059
H 1.125 3.728 -1.029 0.039
H 0.266 3.411 -2.325 0.036
O 0.243 3.647 -1.395 -0.051
H 0.958 3.843 3.665 0.034
H 0.044 3.404 2.589 0.039
O 0.958 3.716 2.706 -0.073

Going by the energies, 2 is most stable and the next is 0.0196 hartree up.

--- 1 ---
9
Properties=species:S:1:pos:R:3:lowdin_charge:R:1 method="wB97M-V/def2-TZVPD" mol_weight_g_mol=102.524 e_homo_ha=-0.3554 gap_ev=9.19
C 0.413 -0.685 -0.113 0.053
C -0.652 0.085 0.038 -0.116
C -1.726 -0.142 -0.828 -0.459
N -2.023 -0.550 -1.979 0.164
N -3.107 -0.032 -1.093 -0.339
Cl -3.668 1.642 -1.653 0.392
H 1.399 -0.790 0.406 0.089
H 0.381 -1.485 -0.868 0.079
H -0.755 0.862 0.855 0.137

--- 2 ---
9
Properties=species:S:1:pos:R:3:lowdin_charge:R:1 method="wB97M-V/def2-TZVPD" mol_weight_g_mol=102.524 e_homo_ha=-0.3763 gap_ev=9.75
C -0.006 1.463 -0.282 -0.006
C 0.407 0.199 -0.457 -0.168
C -0.221 -0.988 0.218 -0.714
N -0.600 -2.213 -0.332 0.143
N 0.489 -2.224 0.283 0.154
Cl -1.099 -0.293 1.863 0.450
H 0.445 2.397 -0.678 0.082
H -0.649 1.628 0.503 -0.031
H 1.235 0.031 -1.119 0.091

Going by the energies, 2 is most stable and the next is 0.0384 hartree up.

--- 1 ---
19
Properties=species:S:1:pos:R:3:lowdin_charge:R:1 method="wB97M-V/def2-TZVPD" mol_weight_g_mol=136.285 e_homo_ha=-0.2867 gap_ev=8.58
C -1.653 1.676 1.027 -0.333
C -2.332 0.345 1.445 -0.105
C -0.133 1.745 1.262 -0.539
S 0.858 1.421 -0.271 0.480
S 0.312 -0.505 -0.694 0.475
C 1.826 -0.997 -1.654 -0.593
C 1.948 -2.501 -1.772 -0.185
H -2.050 2.550 1.551 0.098
H -1.847 1.890 -0.024 0.087
H -2.293 0.276 2.528 0.069
H -1.857 -0.470 0.917 0.019
H -3.375 0.547 1.198 0.071
H 0.237 2.749 1.487 0.057
H 0.228 1.133 2.086 0.072
H 1.631 -0.462 -2.576 0.053
H 2.733 -0.687 -1.130 0.065
H 0.998 -2.915 -2.139 0.067
H 2.044 -2.960 -0.787 0.070
H 2.724 -2.836 -2.454 0.072

--- 2 ---
19
Properties=species:S:1:pos:R:3:lowdin_charge:R:1 method="wB97M-V/def2-TZVPD" mol_weight_g_mol=136.285 e_homo_ha=-0.2961 gap_ev=8.78
C -1.738 -0.124 2.194 -0.313
C -0.351 -0.371 2.829 -0.172
C -1.562 0.885 1.001 -0.581
S -1.196 -0.053 -0.496 0.506
S 0.872 -0.170 -0.289 0.502
C 1.299 0.163 -2.153 -0.564
C 2.693 -0.093 -2.368 -0.208
H -2.373 0.332 2.999 0.105
H -2.064 -1.176 1.935 0.110
H -0.351 -0.990 3.795 0.094
H 0.267 0.426 3.182 0.057
H 0.220 -0.951 2.148 -0.004
H -2.543 1.306 0.807 0.050
H -0.770 1.697 1.075 0.088
H 0.536 -0.324 -2.768 0.075
H 1.140 1.120 -2.385 0.018
H 2.753 -1.141 -2.015 0.077
H 3.410 0.565 -1.841 0.095
H 2.920 -0.053 -3.394 0.062

Going by the energies, 1 is most stable and the next is 0.0302 hartree up.

--- 1 ---
19
Properties=species:S:1:pos:R:3:lowdin_charge:R:1 method="wB97M-V/def2-TZVPD" mol_weight_g_mol=150.674 e_homo_ha=-0.3400 gap_ev=10.08
C -0.349 -1.898 -1.531 -0.081
C 0.212 -1.479 -0.157 -0.111
C 0.444 -0.238 0.256 -0.431
C 1.141 0.008 1.541 -0.089
C 0.203 1.024 -0.527 -0.759
C -0.845 1.928 0.146 -0.557
H -1.211 -2.577 -1.439 0.063
H -0.724 -0.997 -2.155 0.087
H 0.464 -2.437 -2.139 0.094
H 0.567 -2.257 0.485 0.097
H 2.114 0.515 1.445 0.068
H 1.369 -0.953 2.042 0.092
H 0.534 0.623 2.182 0.071
H -0.088 0.791 -1.512 0.055
H -0.399 2.323 1.058 0.061
H -1.063 2.740 -0.557 0.076
H -1.692 -0.016 1.129 -0.135
S -2.369 0.982 0.521 0.720
Cl 1.692 1.918 -0.789 0.679

--- 2 ---
19
Properties=species:S:1:pos:R:3:lowdin_charge:R:1 method="wB97M-V/def2-TZVPD" mol_weight_g_mol=150.674 e_homo_ha=-0.3329 gap_ev=9.81
C 2.774 -0.333 0.019 -0.119
C 1.528 0.247 -0.656 -0.262
C 0.260 -0.548 -0.400 -0.079
C -0.825 -0.075 0.230 -0.444
C -2.030 -0.981 0.305 -0.533
C -0.898 1.214 0.926 -0.491
H 3.685 0.312 -0.219 0.087
H 2.967 -1.370 -0.398 0.086
H 2.768 -0.362 1.101 0.058
H 1.696 0.276 -1.755 0.121
H 1.334 1.264 -0.326 0.056
H 0.207 -1.629 -0.702 0.126
H -2.283 -1.164 1.352 0.075
H -1.824 -1.984 -0.144 0.088
H -3.129 -0.017 -1.647 -0.136
H 0.005 1.403 1.543 0.096
H -1.813 1.297 1.433 0.037
S -3.489 -0.153 -0.371 0.716
Cl -0.933 2.603 -0.292 0.518

Going by the energies, 1 is most stable and the next is 0.0036 hartree up.